Entry 1:
Molecular formula: C31H30N4O10PV
Method: DFT, ωB97M-V/def2-TZVPD

Summary:
total charge	+1
multiplicity	2
Kohn-Sham gap (alpha / beta)	7.00 / 8.02	eV
maximum force	0.01452	hartree/bohr
LUMO (alpha / beta)	-0.18588 / -0.14209	hartree

XYZ file:
```
77
Properties=species:S:1:pos:R:3:forces:R:3
V 1.1255 -0.4362 -0.3583 0.11 -0.61 0.42
O 1.5030 0.3287 1.7108 0.13 0.09 0.06
C 1.9932 -0.3156 2.8960 -0.04 0.03 -0.07
C 1.6605 -1.7821 2.7970 -0.01 0.02 0.04
N 2.1239 -2.3175 1.5265 -0.01 0.02 0.03
C 3.5439 -2.1936 1.2957 -0.06 0.03 -0.03
C 3.8121 -0.8421 0.6239 -0.01 -0.23 0.12
O 4.6974 -0.0886 0.9331 -0.02 0.10 -0.06
O 2.9332 -0.5866 -0.3377 -0.02 0.27 -0.25
C 1.4103 -3.5015 1.1251 -0.01 0.03 -0.06
C 0.0597 -3.1243 0.5086 0.07 0.10 -0.02
O -0.8514 -3.9026 0.4069 -0.02 -0.03 0.00
O -0.0011 -1.8796 0.0668 -0.07 0.09 -0.10
H 1.9926 1.2007 1.5326 -0.09 0.05 -0.02
H 1.5037 0.1182 3.7675 0.01 0.01 0.02
H 3.0678 -0.1429 2.9821 0.00 -0.02 0.02
H 0.5746 -1.9020 2.8423 0.01 -0.01 -0.01
H 2.0939 -2.3122 3.6558 0.00 -0.02 -0.01
H 3.8874 -2.9737 0.6146 0.02 0.01 -0.01
H 4.1417 -2.2514 2.2081 0.01 -0.02 0.01
H 1.2190 -4.2063 1.9392 0.02 -0.01 0.01
H 1.9739 -4.0320 0.3560 -0.01 -0.05 0.01
C 1.0131 -3.6495 -2.5395 0.00 0.00 -0.01
C 0.7868 -2.2687 -3.0303 -0.02 -0.03 -0.01
N 0.9263 -1.1421 -2.3447 -0.08 0.11 0.00
C 0.6066 -0.1155 -3.2023 0.06 -0.06 0.05
C 0.2670 -0.6141 -4.4156 -0.01 0.04 -0.02
N 0.3934 -1.9720 -4.2826 0.02 -0.02 0.03
C -0.2159 -0.0279 -5.6952 0.00 0.01 -0.01
O -0.3071 1.2872 -5.7521 0.04 -0.01 0.03
O -0.5079 -0.7653 -6.5984 0.00 0.00 0.01
C 0.6294 1.2337 -2.6326 0.01 0.03 0.01
O 0.4218 2.2439 -3.2703 0.03 0.00 -0.03
O 0.8742 1.1992 -1.3430 0.05 0.13 -0.13
H 1.8898 -3.6655 -1.8951 0.00 -0.02 0.00
H 1.1844 -4.3297 -3.3715 0.01 0.00 0.00
H 0.1498 -4.0048 -1.9741 0.00 0.02 0.00
H 0.2060 -2.6173 -5.0385 0.00 0.00 -0.01
H -0.0124 1.7290 -4.9186 -0.05 -0.01 0.00
O 3.6956 2.5011 0.0790 -0.08 0.08 0.02
N 2.4745 2.4730 0.7111 0.04 -0.09 -0.01
C 1.6373 3.2899 0.2293 0.02 -0.05 -0.03
C 0.2698 3.4850 0.7739 0.06 0.03 0.04
C 0.0035 4.8263 1.0627 0.00 0.02 0.02
C -1.1997 5.2413 1.6004 0.00 0.01 -0.01
C -2.1916 4.3065 1.8474 0.00 0.00 0.00
C -1.9589 2.9783 1.5448 0.01 0.02 -0.01
C -0.7417 2.5364 1.0056 -0.06 -0.01 0.00
P -0.8358 0.7646 0.5709 -0.06 -0.09 -0.02
C -1.5125 -0.0322 2.0498 0.02 0.02 0.02
C -1.1498 0.4634 3.3045 0.03 0.03 -0.01
C -1.5531 -0.1857 4.4592 -0.01 0.00 0.01
C -2.3209 -1.3403 4.3747 -0.01 0.00 -0.01
C -2.6913 -1.8341 3.1325 -0.01 -0.01 0.03
C -2.2923 -1.1848 1.9738 0.02 0.00 -0.02
C -1.9994 0.6676 -0.8261 0.04 0.02 -0.01
C -2.3677 -0.5694 -1.3697 -0.03 0.00 -0.01
C -3.1398 -0.6226 -2.5202 0.01 -0.01 0.01
C -3.5317 0.5460 -3.1581 0.00 0.00 -0.01
C -3.1513 1.7744 -2.6387 0.00 0.00 -0.01
C -2.3878 1.8381 -1.4834 0.01 -0.01 0.02
H 4.1767 1.7148 0.4024 -0.03 0.03 0.00
H 1.9450 3.9469 -0.5816 0.03 -0.01 -0.02
H 0.7771 5.5582 0.8643 0.00 -0.01 0.00
H -1.3613 6.2885 1.8183 0.00 -0.01 0.00
H -3.1464 4.6064 2.2574 0.01 -0.01 0.00
H -2.7539 2.2631 1.7159 0.00 0.00 0.00
H -0.5562 1.3664 3.3789 -0.01 -0.01 0.01
H -1.2733 0.2136 5.4256 0.00 0.00 -0.01
H -2.6382 -1.8479 5.2760 0.01 0.00 0.00
H -3.2937 -2.7296 3.0590 0.00 0.00 -0.01
H -2.5888 -1.5950 1.0215 -0.01 -0.01 -0.01
H -2.0342 -1.4932 -0.9211 0.00 0.00 0.01
H -3.4300 -1.5850 -2.9219 0.00 0.00 0.00
H -4.1245 0.4991 -4.0623 0.00 0.00 0.01
H -3.4406 2.6896 -3.1379 0.00 0.00 0.01
H -2.0830 2.8043 -1.1064 -0.01 0.01 -0.01
```
Forces are in eV/Å.

Here are the Löwdin charges for atoms 1 to 6, given in e: atom 1 (V): 1.04, atom 2 (O): -0.22, atom 3 (C): -0.15, atom 4 (C): -0.12, atom 5 (N): -0.17, atom 6 (C): -0.05

Entry 2:
Molecular formula: C31H30N4O2
Method: DFT, ωB97M-V/def2-TZVPD

Summary:
multiplicity	1
Kohn-Sham gap	3.80	eV
maximum force	0.10436	hartree/bohr
LUMO	-0.06538	hartree

XYZ file:
```
67
Properties=species:S:1:pos:R:3:forces:R:3
C 1.9521 -0.2205 -1.3322 -2.32 1.67 -1.51
C 2.8604 -0.9380 -0.6774 3.66 -3.05 2.47
N 3.6596 -1.6385 -0.1503 -1.46 1.31 -0.70
C 1.2827 -0.7269 -2.4678 0.57 0.31 0.86
C 0.3080 0.0215 -3.1572 -0.23 -0.24 -0.32
C -0.3225 -0.4996 -4.2559 -0.28 0.38 -0.06
C -0.0017 -1.7704 -4.7104 -0.41 -0.28 -0.63
N -0.6528 -2.3186 -5.8822 0.00 -0.17 -0.16
O -0.3420 -3.4617 -6.2444 -0.37 0.98 0.21
O -1.4881 -1.6215 -6.4730 0.50 -0.54 0.37
C 0.9530 -2.5240 -4.0463 0.30 -0.41 0.10
C 1.5828 -2.0175 -2.9447 -0.16 -0.38 -0.35
H 1.7295 0.7735 -0.9868 -0.01 0.34 0.03
H 0.0614 1.0103 -2.8128 -0.03 0.27 0.06
H -1.0747 0.0658 -4.7812 -0.08 0.09 -0.12
H 1.1899 -3.5095 -4.4146 0.02 -0.08 -0.04
H 2.3263 -2.6021 -2.4291 0.12 -0.10 0.06
C 3.1031 3.3022 3.2922 0.04 -0.28 -0.31
C 3.7857 2.5320 4.4394 -0.03 -0.59 0.31
N 3.6846 1.0720 4.2731 -1.30 -0.20 -1.31
C 4.5168 -0.0033 4.8756 -0.36 0.58 -0.26
C 3.8561 -1.3109 4.3705 0.03 -0.37 -0.14
C 2.6803 -0.8596 3.5348 -0.39 -0.16 -0.21
C 1.7304 -1.5577 2.8363 0.51 0.47 0.44
C 0.6826 -0.8601 2.1738 -0.50 -0.05 -0.18
C -0.2872 -1.5994 1.4548 -0.03 0.99 -0.19
C -1.2437 -1.1040 0.5380 0.55 -0.02 0.29
C -2.2991 -1.9556 0.1082 -0.54 0.34 -0.59
C -3.2398 -1.4849 -0.7703 0.34 -0.16 0.33
C -3.1854 -0.1424 -1.1836 -1.49 -0.09 -1.17
N -4.2315 0.1598 -2.0339 1.34 0.11 1.44
C -4.3271 1.5142 -2.6031 0.07 -0.61 -0.23
C -3.6596 2.5774 -1.7093 -0.04 -0.18 0.37
C -2.2543 2.1766 -1.1958 0.15 0.28 -0.33
C -2.1694 0.7304 -0.7933 -0.12 0.23 0.39
C -1.1854 0.2205 0.0174 -0.44 -0.21 -0.51
C -5.0760 -1.0353 -2.2962 0.38 0.60 -0.01
C -4.4270 -2.1458 -1.4321 0.01 -0.33 0.18
C 0.6348 0.5597 2.2869 0.45 -0.21 0.57
C 1.6210 1.2738 2.9218 0.08 0.12 -0.34
C 2.6380 0.5451 3.5397 1.51 0.07 1.05
C 1.6888 2.7749 2.9444 -0.12 0.39 0.22
H 3.0473 4.3710 3.5397 0.03 -0.32 0.11
H 3.7378 3.2418 2.3985 -0.11 -0.14 0.15
H 4.8429 2.7954 4.5243 -0.07 0.05 -0.12
H 3.3169 2.7856 5.3930 -0.04 0.19 0.11
H 5.5537 0.0897 4.5421 -0.08 0.03 -0.01
H 4.5060 0.0792 5.9665 -0.05 -0.02 -0.06
H 4.5484 -1.9063 3.7657 -0.06 0.13 0.11
H 3.5149 -1.9467 5.1961 0.14 0.17 -0.10
H 1.7889 -2.6302 2.7736 -0.07 -0.26 -0.08
H -0.3059 -2.6617 1.6336 0.05 -0.32 0.00
H -2.3753 -2.9584 0.4912 0.13 -0.29 0.08
H -3.8466 1.4911 -3.5837 0.04 0.13 -0.13
H -5.3826 1.7411 -2.7706 0.06 0.08 0.09
H -3.5930 3.5313 -2.2499 -0.05 -0.34 -0.01
H -4.3125 2.7746 -0.8490 0.09 -0.16 -0.09
H -1.4936 2.3986 -1.9553 -0.15 -0.04 0.00
H -1.9928 2.7903 -0.3217 -0.12 -0.04 -0.26
H -0.3200 0.8336 0.1844 0.08 -0.03 -0.01
H -6.1110 -0.8380 -2.0056 0.06 0.04 0.00
H -5.0653 -1.2745 -3.3634 0.05 -0.01 0.08
H -4.0998 -3.0010 -2.0349 -0.13 0.21 0.04
H -5.1220 -2.5277 -0.6765 0.02 0.06 -0.18
H -0.2329 1.1026 1.9617 -0.06 0.04 -0.07
H 0.9522 3.1645 3.6595 0.14 0.01 -0.01
H 1.3838 3.1523 1.9579 0.14 0.01 0.26
```
Forces are in eV/Å.

Here are the Löwdin charges for atoms 1 to 6, given in e: atom 1 (C): -0.16, atom 2 (C): -0.38, atom 3 (N): 0.08, atom 4 (C): -0.25, atom 5 (C): -0.05, atom 6 (C): -0.03

Entry 3:
Molecular formula: C31H30N4O3STeYb
Method: DFT, ωB97M-V/def2-TZVPD

Summary:
total charge	+1
multiplicity	2
Kohn-Sham gap (alpha / beta)	5.97 / 5.98	eV
maximum force	0.09957	hartree/bohr
LUMO (alpha / beta)	-0.15494 / -0.15480	hartree

XYZ file:
```
71
Properties=species:S:1:pos:R:3:forces:R:3
Yb -1.1050 -0.8262 -0.6516 1.28 -0.43 -0.78
O 2.2541 2.1491 6.1728 -0.24 0.79 -0.08
C 2.1051 0.9300 5.6706 0.47 -0.97 -0.68
O 2.8856 0.0423 5.8942 -0.40 0.36 0.31
C 0.9699 0.7074 4.7006 0.39 -1.17 1.27
C 0.1474 -0.4118 4.9355 0.06 -0.31 -0.27
C -0.6985 -0.7726 3.9060 -0.94 -1.05 0.22
C -0.7346 -0.0099 2.7225 -1.76 -1.74 0.37
C -0.0080 1.1022 2.5536 1.22 1.17 -0.52
C 0.9268 1.4105 3.5358 -0.48 0.71 0.04
N -1.6439 -0.3809 1.6631 2.15 0.62 -0.50
C -2.8275 -0.6358 1.9212 -2.08 -1.11 -1.94
C -3.8427 -0.9182 0.8347 0.89 0.78 0.72
C -5.1617 -0.9537 1.2130 -1.04 -0.24 -0.57
C -6.1134 -0.9878 0.2115 -1.80 0.46 -2.77
C -5.6642 -0.9284 -1.1411 -0.52 -0.59 1.05
C -4.3143 -0.8724 -1.4367 0.20 -0.98 0.03
N -3.4193 -0.8997 -0.4337 -0.33 0.43 -0.11
H 1.5906 2.7358 5.7697 0.20 -0.09 0.38
H 0.2496 -1.0357 5.8510 -0.10 0.71 -0.80
H -1.3712 -1.6787 3.9953 0.96 1.15 -0.12
H -0.1218 1.6979 1.6509 0.22 -0.10 0.14
H 1.6214 2.2157 3.4291 0.19 0.49 -0.37
H -3.2170 -0.6497 2.8833 -0.65 0.14 1.99
H -5.4538 -0.9732 2.2327 -0.05 0.05 0.80
H -7.2849 -0.9796 0.2172 2.50 -0.21 1.06
H -6.4071 -1.0829 -1.9147 0.20 0.43 -0.12
H -3.9206 -0.9589 -2.4700 -0.26 0.32 0.83
C -0.8865 0.1083 -5.7691 -1.42 0.07 0.18
C -0.8626 1.5499 -5.2196 0.20 -0.62 1.43
N 0.2131 1.6281 -4.1662 0.69 -0.23 -0.22
C 1.6711 1.6242 -4.5739 -0.82 0.10 1.72
C 2.3644 0.3111 -4.2526 -0.17 -0.80 -0.05
C -0.0178 1.5453 -2.8686 0.07 0.30 0.22
S -1.6102 1.2176 -2.2936 -0.68 -0.20 0.48
N 0.9819 1.8619 -1.9965 -0.47 0.02 -1.52
C 1.2803 1.1947 -0.9475 1.16 0.30 1.51
O 0.8306 0.0688 -0.5503 -1.29 -0.95 -0.45
C 2.3356 1.7336 -0.0408 0.61 -0.71 0.29
C 2.8731 0.9388 0.9874 0.39 0.73 0.78
C 3.8804 1.4154 1.8665 -0.30 -0.03 -2.64
C 4.4302 2.6714 1.5048 0.75 0.60 0.59
C 3.9918 3.4735 0.4379 -2.96 -4.13 0.67
C 2.8853 2.9500 -0.3050 1.27 2.31 0.13
H -1.6304 -0.0406 -6.5867 0.60 0.36 0.49
H -1.1736 -0.6187 -4.9677 0.30 0.74 -0.42
H 0.0827 -0.1603 -6.1199 0.70 -0.30 -0.44
H -1.8075 1.7593 -4.6790 0.56 0.07 -0.60
H -0.6382 2.3662 -5.9180 -0.12 -0.51 -0.11
H 2.1376 2.3611 -3.9103 -0.07 0.20 -0.48
H 1.7207 1.9350 -5.5951 0.11 0.05 -0.63
H 2.1936 -0.0663 -3.2430 -0.12 0.56 0.20
H 3.4371 0.4229 -4.3439 0.24 0.06 -0.22
H 2.0440 -0.5415 -4.8435 -0.01 0.11 -0.56
H 2.4470 -0.0346 1.1009 -0.06 -0.51 0.24
H 4.3533 0.7032 2.5565 -0.33 0.76 0.01
H 5.2643 3.0966 2.0786 -0.31 -0.43 -0.02
H 4.3340 4.4241 0.2747 1.06 2.05 -0.45
H 2.4193 3.5376 -1.0965 0.33 -0.05 0.10
Te -0.8119 -3.0762 -2.5269 -0.14 0.12 0.07
C -0.2251 -3.4080 -0.5107 -0.93 0.12 1.28
C 1.0627 -3.0316 -0.0853 -0.76 0.10 0.05
C 1.4352 -2.9779 1.2497 -2.00 -1.04 1.07
C 0.4811 -3.3688 2.2367 -0.08 -0.30 -0.76
C -0.7998 -3.7917 1.8410 0.85 0.16 0.40
C -1.1615 -3.7744 0.5179 -0.50 0.26 -1.41
H 1.7316 -2.6975 -0.8431 0.64 0.07 -0.39
H 2.4322 -2.7195 1.4991 0.69 0.34 0.37
H 0.6321 -3.4192 3.3077 0.74 0.26 -0.12
H -1.5343 -4.1827 2.5488 0.35 0.32 0.08
H -2.2276 -4.0239 0.3282 0.95 0.02 -0.48
```
Forces are in eV/Å.

Here are the Löwdin charges for atoms 1 to 6, given in e: atom 1 (Yb): 1.26, atom 2 (O): 0.15, atom 3 (C): -0.50, atom 4 (O): 0.14, atom 5 (C): -0.14, atom 6 (C): 0.02

Energy relative to the best compared isomer or geometry (same formula, charge and spin) values, unit kJ/mol, following the record order: 64.7; 26.4; 0.0.
E_tot values, unit hartree, following the record order: -3456.03994; -1568.64238; -3468.84390.